[1]
C6H12 in the gas phase. Source: the OMol25 dataset; level of theory: wB97M-V/def2-TZVPD.

E_HOMO: -9.95 eV
Energy relative to the best compared isomer or geometry (same formula, charge and spin): 180.3 kJ/mol
E: -235.74957 Eh
Spin multiplicity: 1
Net charge: 0
Frontier orbital gap: 10.98 eV

Element x y z (Å)
C (0.9957, -1.3040, 0.4669)
C (-0.8280, 1.1536, 1.1636)
C (0.2822, -0.4134, -1.7566)
C (-1.3160, -0.0094, 0.3492)
C (0.1535, -0.2391, -0.2314)
C (0.4638, 1.2305, 0.2680)
H (-2.0404, -0.4833, 1.0371)
H (-0.0683, -1.3984, -2.0894)
H (0.9360, -1.2035, 1.5545)
H (1.3317, -0.3282, -2.0827)
H (-1.7678, 1.7107, 1.3322)
H (1.4303, 1.3358, 0.7921)
H (2.0554, -1.2358, 0.1803)
H (0.6496, -2.3084, 0.1940)
H (-1.9383, 0.3249, -0.4875)
H (-0.2808, 0.3472, -2.3109)
H (0.4621, 1.9553, -0.5534)
H (-0.5207, 0.8655, 2.1739)

=====

[2]
A 2-piece molecular cluster, C6H12 overall. Source: the OMol25 dataset; level of theory: wB97M-V/def2-TZVPD.

E_HOMO (alpha / beta): -13.72 / -13.15 eV
Energy relative to the best compared isomer or geometry (same formula, charge and spin): 319.7 kJ/mol
E: -235.35870 Eh
Spin multiplicity: 2
Net charge: +1
Frontier orbital gap (alpha / beta): 9.29 / 4.07 eV

Element x y z (Å)
C (-2.0246, 1.3031, -0.3592)
C (1.8760, -1.1172, 0.7906)
C (-1.9390, -0.1912, -0.3571)
C (1.8516, 1.0804, -0.6214)
C (-1.8319, -0.9367, 0.7088)
C (1.6991, -0.2618, -0.4810)
H (2.8031, -1.7407, 0.7681)
H (-2.7113, 1.7029, -1.1229)
H (-1.2431, -1.9722, 0.6413)
H (-1.7133, -0.6317, -1.4174)
H (-2.2545, 1.6747, 0.6440)
H (2.0258, -0.8036, -1.4081)
H (-1.0039, 1.6816, -0.7060)
H (1.7658, 1.4495, -1.5770)
H (2.0519, 1.7557, 0.1483)
H (0.9778, -1.8821, 0.9388)
H (-2.2540, -0.6875, 1.7791)
H (1.9244, -0.4232, 1.6310)

=====

[3]
C6H12AgF2O2V as an isolated structure. Source: the OMol25 dataset; level of theory: wB97M-V/def2-TZVPD.

E_HOMO (alpha / beta): -21.99 / -21.72 eV
E: -1675.71492 Eh
Spin multiplicity: 4
Net charge: +3
Frontier orbital gap (alpha / beta): 7.18 / 4.99 eV

Element x y z (Å)
Ag (3.0370, 0.2822, -3.3641)
V (-0.0731, -1.9594, -1.4603)
F (1.7732, -1.0664, -2.0300)
F (-0.6857, -2.0321, -3.3949)
O (-0.7734, 0.1492, -1.3997)
O (0.3374, -1.2646, 0.5698)
C (-2.1480, 1.9443, -2.2928)
C (0.9840, -1.2556, 1.5925)
C (-1.3560, 1.2175, -1.2136)
C (0.9796, -2.4731, 2.5158)
C (-1.3845, 1.7014, 0.2166)
C (1.8035, -0.0098, 2.0067)
H (1.2106, 0.8500, 1.6949)
H (-1.5241, 2.6692, -2.8157)
H (1.0527, -2.0222, 3.5055)
H (-2.5932, 1.2543, -3.0095)
H (-1.9641, 2.6172, 0.3328)
H (-0.3562, 1.8929, 0.5230)
H (-1.9215, 0.9826, 0.8356)
H (0.0563, -3.0402, 2.3976)
H (2.1329, 0.2160, 3.0209)
H (1.8253, -3.1114, 2.2603)
H (2.6838, 0.1691, 1.3893)
H (-3.0965, 2.2891, -1.8809)

=====

[4]
C6H12AgINO4S as an isolated structure. Source: the OMol25 dataset; level of theory: wB97M-V/def2-TZVPD.

E_HOMO (alpha / beta): -16.89 / -16.88 eV
E: -1433.45237 Eh
Spin multiplicity: 2
Net charge: +2
Frontier orbital gap (alpha / beta): 8.47 / 6.13 eV

Element x y z (Å)
I (4.2481, 1.4850, -1.5405)
Ag (5.0709, 2.8995, 0.8114)
S (2.9110, -0.3579, 0.4343)
O (4.2946, 0.6387, 0.2931)
O (2.5195, -0.7568, -1.0231)
O (1.6415, 0.5393, 1.1834)
O (-0.7793, -1.2523, -2.1819)
N (-0.9429, 0.0671, -0.1332)
C (-1.3563, 2.2146, -1.4233)
C (-0.9638, -1.2728, -0.8335)
C (-0.8365, -0.0512, 1.3705)
C (-2.0739, 0.9763, -0.5603)
C (-1.1454, -2.7446, -0.1359)
C (0.7156, -0.5014, 1.7060)
H (-1.5485, -2.7297, 0.9625)
H (1.0065, -1.5080, 1.1420)
H (-2.6463, 1.4369, 0.3738)
H (-1.8671, -3.4338, -0.7834)
H (-1.4503, 2.0342, -2.5836)
H (-0.1011, -3.3146, -0.1293)
H (-2.8607, 0.4644, -1.2726)
H (-1.6278, -0.7507, 1.8739)
H (-1.8188, 3.2348, -1.0812)
H (-0.1963, 2.2803, -1.1725)
H (-0.9686, 1.0418, 1.8314)
H (0.7757, -0.6390, 2.8723)

=====

[5]
C6H12Br as an isolated structure. Source: the OMol25 dataset; level of theory: wB97M-V/def2-TZVPD.

E_HOMO (alpha / beta): -8.19 / -9.82 eV
Energy relative to the best compared isomer or geometry (same formula, charge and spin): 138.7 kJ/mol
E: -2809.73846 Eh
Spin multiplicity: 2
Net charge: 0
Frontier orbital gap (alpha / beta): 9.15 / 8.66 eV

Element x y z (Å)
Br (-2.7413, 2.5151, 0.1938)
C (-0.7060, 0.9893, -0.4042)
C (0.8503, -1.2954, 0.6250)
C (0.0107, -1.5117, -0.6284)
C (0.5319, 1.2414, 0.4329)
C (1.5388, 0.0625, 0.5555)
C (-1.0809, -0.4200, -0.8166)
H (-1.9101, -0.7307, -0.1700)
H (0.1898, 1.4327, 1.4569)
H (0.6893, -1.5729, -1.4893)
H (2.1419, 0.2085, 1.4507)
H (1.5794, -2.1131, 0.7712)
H (-0.9865, 1.8246, -1.1529)
H (2.2560, 0.0411, -0.2754)
H (-1.4197, -0.4520, -1.8697)
H (-0.4736, -2.4860, -0.5756)
H (0.1663, -1.2720, 1.4767)
H (-1.7218, 1.4096, 0.3480)
H (1.0855, 2.1289, 0.0713)

=====

[6]
C6H12BrN2Pt as an isolated structure. Source: the OMol25 dataset; level of theory: wB97M-V/def2-TZVPD.

E_HOMO (alpha / beta): -9.71 / -13.47 eV
Energy relative to the best compared isomer or geometry (same formula, charge and spin): 0.0 kJ/mol
E: -3038.15983 Eh
Spin multiplicity: 5
Net charge: +1
Frontier orbital gap (alpha / beta): 6.44 / 5.80 eV

Element x y z (Å)
Pt (-0.5258, 0.6094, 0.9726)
Br (1.4054, -4.5518, 0.9679)
N (0.6377, -0.6851, -0.0729)
N (-1.8614, 0.5808, -0.6232)
C (1.3545, -2.9477, 0.0198)
C (1.9899, -2.8054, -1.2067)
C (1.9351, -1.5707, -1.8536)
C (1.2590, -0.4893, -1.2657)
C (-1.5032, 3.4444, 1.5288)
C (0.6770, -1.8757, 0.5815)
H (-2.6436, 1.2327, -0.4842)
H (-0.6411, 3.7423, 0.8601)
H (-1.4686, 0.8207, -1.5345)
H (2.4245, -1.3688, -2.7937)
H (0.5128, 1.0705, 2.1034)
H (2.5355, -3.6278, -1.6379)
H (-2.2540, -0.3635, -0.7003)
H (-1.1444, 3.8823, 2.4615)
H (-2.4495, 3.9656, 1.2184)
H (0.1173, -1.8877, 1.5104)
H (-1.5223, 2.2980, 1.6323)
H (1.1654, 0.5267, -1.6839)

=====

Number 1: strongest force on any atom 1.96 eV Å⁻¹, molecular weight 84.2 u. Number 2: strongest force on any atom 6.99 eV Å⁻¹, molecular weight 84.2 u. Number 3: strongest force on any atom 5.44 eV Å⁻¹, molecular weight 313.0 u. Number 4: strongest force on any atom 6.00 eV Å⁻¹, molecular weight 429.0 u. Number 5: strongest force on any atom 3.44 eV Å⁻¹, molecular weight 164.1 u. Number 6: strongest force on any atom 3.88 eV Å⁻¹, molecular weight 387.2 u.